Formula: C28H62BN12O7P2S
Source: the Open Molecules 2025 dataset
Level of theory: wB97M-V/def2-TZVPD

Structure (XYZ):
```
113
Properties=species:S:1:pos:R:3:forces:R:3
C 0.347162 -2.218091 -0.765340 0.3 0.1 -0.7
C -0.035789 -2.611318 -2.274525 5.2 -1.1 -2.3
O 0.892738 -3.077903 -3.025427 -5.1 2.2 3.5
N -1.431561 -2.465355 -2.863632 1.5 -1.7 1.1
C -2.216525 -3.454253 -2.075782 -0.9 -1.2 1.2
N -1.870814 -1.182302 -2.880546 -3.0 8.5 -0.1
C -1.083435 0.012899 -3.312261 -0.3 3.9 -0.3
C 0.410609 0.173041 -3.840749 0.4 -0.6 -0.4
C 1.395522 0.974225 -2.826596 -0.1 0.6 -0.4
S 3.044841 0.072670 -2.853153 0.4 0.6 2.0
C 3.848830 0.525456 -1.240449 1.5 -0.1 2.9
N 4.673444 -0.283028 -0.348813 -3.5 5.0 -2.4
N 4.977507 0.577402 0.690676 -1.6 4.4 -0.8
C 4.422010 1.895085 0.502323 0.6 -5.4 -2.0
O 3.685094 1.859369 -0.744302 1.7 -2.4 1.3
C -1.870384 1.353032 -3.246728 1.6 -6.1 -0.2
C -1.294327 2.798370 -3.604512 -0.6 0.8 1.1
C -1.043341 3.591112 -2.190991 0.2 -0.5 0.5
O -1.131118 5.049641 -2.360592 -1.9 -0.5 2.0
C -2.059097 5.575274 -1.387317 -3.4 3.0 -1.8
O -3.056808 6.278631 -1.744234 4.7 -3.4 1.3
N -3.193121 0.895071 -2.789911 3.3 -1.3 -1.1
B -4.262767 1.932796 -2.607682 -3.0 1.5 0.7
O -4.412175 3.129954 -3.438011 2.2 -1.7 1.8
N -5.327123 1.758190 -1.532849 0.7 1.3 -1.5
C -6.657223 2.252533 -2.034986 -1.6 -0.2 0.1
C -4.947450 2.504175 -0.285701 0.7 -0.4 1.1
C -3.161638 -0.543856 -2.609202 -0.4 -0.4 0.2
C -4.516952 -1.244843 -2.165043 -0.5 -0.4 0.3
H 1.496078 -2.080498 -0.743972 -2.0 -0.3 -0.2
H 0.100976 -3.095566 -0.068044 0.1 1.5 -1.0
H -0.137153 -1.225870 -0.456952 0.4 -1.6 -0.3
H -1.495765 -4.279027 -1.684389 -1.3 1.3 -1.0
H -2.682789 -2.996681 -1.110759 0.7 -0.6 -1.7
H -3.004233 -3.980550 -2.722084 1.2 0.9 1.0
H 0.939812 -0.815113 -4.121334 -1.2 1.4 0.5
H 0.359003 0.783678 -4.828488 -0.1 -1.1 1.7
H 1.590257 2.015618 -3.302671 -0.4 -1.7 1.3
H 1.009335 1.042203 -1.749163 0.5 0.0 -1.7
H 4.493101 2.846197 1.130774 -0.2 -1.7 -1.1
H -0.281090 2.790284 -4.144990 -1.7 -0.5 0.8
H -2.014805 3.439650 -4.244011 1.0 -1.4 1.1
H 0.000095 3.323991 -1.765740 -1.7 0.4 -0.7
H -1.832036 3.309583 -1.392948 1.2 0.0 -1.3
H -1.916828 5.429969 -0.248997 0.4 -0.3 -1.9
H -4.100851 3.933364 -2.934228 -0.8 -0.9 -0.7
H -6.878553 3.339453 -1.705844 0.4 -1.7 -0.8
H -7.488090 1.582798 -1.566685 1.4 1.2 -0.7
H -6.793373 2.161661 -3.176321 0.5 0.2 1.8
H -5.844340 3.058001 0.181602 1.4 -1.0 -0.8
H -4.124579 3.310642 -0.473881 -1.3 -1.2 0.4
H -4.559273 1.716117 0.471499 -0.5 1.6 -1.0
H -4.631878 -2.348556 -2.513634 0.7 2.1 0.7
H -5.482421 -0.722144 -2.548767 2.1 -0.5 0.5
H -4.585553 -1.180594 -1.007105 0.1 -0.3 -2.0
O 3.549357 5.235186 3.840058 -0.3 -0.8 4.2
P 4.416623 6.381895 4.402600 0.5 1.7 -7.7
N 3.397360 7.577337 3.748497 -1.7 0.6 -0.8
C 3.710159 8.733731 2.938959 0.6 0.2 0.2
C 2.224000 7.862429 4.569703 0.1 -0.5 0.2
N 5.761031 5.952779 3.408324 1.6 -0.6 -0.9
C 5.770036 6.237724 1.979144 -0.2 0.3 -0.1
C 6.180390 4.556445 3.592577 0.0 0.1 0.4
N 5.428558 7.667966 5.121657 -0.3 -0.6 4.1
C 6.560429 8.322232 4.478547 0.4 -0.5 -0.8
C 5.838476 7.266106 6.477251 -0.2 0.2 0.2
H 4.088794 9.571207 3.536318 0.1 0.2 0.0
H 2.816755 9.087512 2.412424 -0.1 -0.2 0.3
H 4.420374 8.516677 2.145687 0.2 -0.1 0.1
H 2.475028 8.545256 5.390638 -0.1 0.2 0.1
H 1.821777 6.943293 5.007124 0.1 0.0 0.0
H 1.414150 8.302544 3.979995 0.2 0.0 -0.1
H 4.831225 5.952921 1.490314 0.0 0.0 -0.1
H 6.589975 5.719362 1.470989 -0.1 -0.2 0.3
H 5.969450 7.292518 1.794142 -0.2 0.1 0.0
H 5.545539 3.862898 3.030202 0.0 -0.1 0.1
H 6.134291 4.273722 4.649262 -0.1 0.0 -0.1
H 7.216407 4.416350 3.269773 -0.1 0.2 0.0
H 7.423288 7.658520 4.358998 0.0 0.0 0.0
H 6.885216 9.176269 5.083855 -0.4 -0.2 0.3
H 6.308468 8.739731 3.505078 -0.1 -0.2 0.0
H 6.590624 6.470991 6.443897 0.2 0.0 0.2
H 4.973162 6.892204 7.036637 0.0 0.0 0.0
H 6.238660 8.112570 7.041020 0.0 0.0 -0.1
O -2.263492 -6.538164 -1.183396 4.2 1.2 -0.1
P -1.701614 -7.888104 -0.683228 -7.7 -2.1 0.1
N -2.373911 -8.740470 -1.992185 -0.8 0.0 -1.7
C -3.189961 -9.934290 -2.012123 0.2 -0.4 0.5
C -1.565468 -8.684260 -3.207575 0.2 0.5 0.2
N -2.681020 -7.855032 0.737446 -0.8 0.1 1.6
C -4.112859 -8.124580 0.679648 -0.2 -0.3 -0.3
C -2.483496 -6.636686 1.535467 0.4 -0.1 -0.1
N -0.983380 -9.412529 -0.085433 4.1 0.6 -0.1
C -1.621728 -10.358329 0.821097 -0.8 0.4 0.5
C 0.378927 -9.150392 0.407321 0.3 -0.2 -0.3
H -2.595958 -10.847717 -1.893804 0.0 -0.2 0.0
H -3.727284 -10.016663 -2.963276 0.3 0.2 0.0
H -3.974939 -9.924086 -1.260906 0.1 0.1 0.2
H -0.747883 -9.414275 -3.170069 0.0 -0.1 -0.2
H -1.124284 -7.690830 -3.336853 0.0 0.0 0.1
H -2.165968 -8.872923 -4.102452 -0.1 -0.1 0.2
H -4.607584 -7.582354 -0.133648 -0.1 0.0 0.0
H -4.610111 -7.858988 1.618281 0.3 0.2 0.0
H -4.303440 -9.191630 0.572445 0.0 0.0 -0.2
H -3.046505 -5.788238 1.131010 0.1 0.1 0.0
H -1.424706 -6.357217 1.560900 0.0 0.0 0.0
H -2.796444 -6.797334 2.571451 0.0 -0.2 -0.1
H -1.728565 -9.966564 1.838030 0.0 0.0 0.0
H -1.020108 -11.272314 0.883479 0.3 0.3 -0.3
H -2.600467 -10.682250 0.471264 0.0 0.3 0.0
H 0.358342 -8.601495 1.354486 0.2 -0.1 0.1
H 0.933642 -8.548866 -0.322286 0.0 0.0 0.0
H 0.939500 -10.078380 0.544709 -0.1 0.0 0.1
```
Forces are in eV/Å.

The calculation puts the LUMO energy at -3.579 eV. Its energy relative to the best compared isomer or geometry (same formula, charge and spin) is 297.94 kcal per mole. For the strongest force on any atom, the calculation gives 9.04 eV/Å. Its net charge is +1. The value obtained for the highest occupied orbital energy is -9.34 eV. Its total energy is -92322.45022 eV.